[1]
Density functional theory data (wB97M-V/def2-TZVPD) for a cluster of 8 separate species, C46H116N8O15 in total in a non-equilibrium geometry.

CARTESIAN COORDINATES (ANGSTROEM)
C: -5.62443 -10.33629 -0.66086
O: -5.64804 -9.95357 -2.03472
C: -4.50760 -9.38163 -2.65869
C: -4.23925 -7.96647 -2.17554
N: -3.13860 -7.34443 -2.95896
C: -1.78836 -7.43584 -2.43425
C: -1.11905 -8.82130 -2.57896
O: 0.23001 -8.61999 -2.44289
C: 0.93436 -9.69930 -3.07032
H: -4.69106 -10.77327 -0.30596
H: -6.32770 -11.14665 -0.46890
H: -5.75576 -9.46309 -0.02181
H: -4.54992 -9.42682 -3.74693
H: -3.59043 -9.86473 -2.32177
H: -3.92493 -8.01274 -1.13287
H: -5.13487 -7.37980 -2.37992
H: -3.39151 -6.40339 -3.22466
H: -1.58367 -7.01138 -1.45137
H: -1.25016 -6.69677 -3.02773
H: -1.38196 -9.31744 -3.51320
H: -1.51461 -9.52490 -1.84644
H: 0.81534 -10.68238 -2.61480
H: 2.00742 -9.50898 -3.09048
H: 0.69491 -9.64529 -4.13231
C: 0.81783 1.56686 -7.40772
O: -0.51137 1.80028 -7.18198
C: -0.86817 1.81760 -5.85631
C: -0.93271 0.37888 -5.20023
N: -1.90114 0.17546 -4.05620
C: -3.30974 0.54232 -4.34785
C: -4.30648 0.09887 -3.27227
O: -5.62672 0.23633 -3.81968
C: -6.77074 0.09197 -2.97909
H: 0.94051 1.61767 -8.48962
H: 1.29645 0.78098 -6.82342
H: 1.43288 2.41639 -7.11091
H: -1.79306 2.39068 -5.92157
H: -0.15254 2.46600 -5.35077
H: -0.02048 0.25553 -4.61652
H: -0.94349 -0.47311 -5.88001
H: -1.83026 -0.66834 -3.50568
H: -3.50028 0.04824 -5.30057
H: -3.37060 1.60052 -4.60203
H: -4.21955 0.79310 -2.43645
H: -4.20960 -0.95055 -2.99397
H: -6.91683 1.10609 -2.60718
H: -6.64646 -0.60828 -2.15308
H: -7.59619 -0.22798 -3.61499
C: 0.82424 -4.97063 -3.69685
O: 1.76306 -4.43036 -4.55494
C: 2.42311 -3.18280 -4.21701
C: 3.14017 -2.51378 -5.44300
N: 2.21652 -1.84162 -6.32783
C: 1.34440 -2.75049 -6.99197
C: 1.19879 -2.44703 -8.47387
O: 2.41085 -2.08587 -9.09149
C: 2.25785 -1.95058 -10.48028
H: -0.19163 -4.60001 -3.83386
H: 0.94726 -4.70122 -2.64785
H: 0.60358 -6.03652 -3.63964
H: 3.07459 -3.33855 -3.35712
H: 1.60829 -2.51618 -3.93458
H: 3.64469 -3.20003 -6.12316
H: 3.94694 -1.84167 -5.15064
H: 2.72547 -1.28298 -6.99789
H: 0.36260 -2.82863 -6.52500
H: 1.90124 -3.68673 -7.03037
H: 0.52009 -1.60697 -8.62144
H: 0.70536 -3.22380 -9.05806
H: 1.32730 -1.42563 -10.69621
H: 2.17056 -3.00600 -10.73826
H: 3.05267 -1.41758 -11.00208
C: 2.78302 12.55387 7.39179
O: 2.72573 11.28222 6.73610
C: 3.95073 10.46472 6.78999
C: 3.81453 9.10058 6.17444
N: 2.52113 8.36887 6.39919
C: 2.35462 7.21209 5.54189
C: 2.69598 7.33372 3.98120
O: 4.06594 7.11933 3.65244
C: 4.34507 7.41733 2.26223
H: 2.09352 13.23983 6.89971
H: 3.68025 13.11964 7.14084
H: 2.61833 12.46891 8.46592
H: 4.09167 10.26516 7.85226
H: 4.88509 10.95028 6.50838
H: 4.48691 8.34202 6.57516
H: 4.13287 9.22282 5.13915
H: 1.71792 8.96526 6.26035
H: 1.30125 6.94434 5.62441
H: 2.74677 6.22355 5.78088
H: 2.49322 8.39179 3.81548
H: 1.99850 6.68547 3.45075
H: 5.42575 7.36481 2.13000
H: 4.12396 8.46394 2.05290
H: 3.72995 6.85246 1.56177
C: 1.71062 3.35177 2.14040
O: 0.62135 2.69278 1.70648
C: 0.60896 2.59887 0.26375
C: -0.84655 2.40325 -0.10855
N: -1.31411 1.08043 0.34825
C: -1.02899 0.09788 -0.61428
C: -1.73957 -1.12863 0.03450
O: -1.05657 -2.32718 -0.51670
C: -1.30845 -3.56673 0.17765
H: 1.89891 4.39540 1.88847
H: 2.52944 2.68984 1.85846
H: 1.73589 3.17699 3.21600
H: 1.22222 1.75748 -0.05887
H: 1.05681 3.43854 -0.26776
H: -1.00647 2.48397 -1.18373
H: -1.38676 3.23009 0.35256
H: -0.63450 0.87094 1.06543
H: 0.05127 -0.04490 -0.58686
H: -1.59144 0.33400 -1.51761
H: -2.76636 -1.35164 -0.25549
H: -1.82848 -1.34062 1.09998
H: -2.36579 -3.83117 0.16308
H: -0.76208 -3.53474 1.12028
H: -0.81774 -4.36797 -0.37490
C: 0.97108 5.23949 -3.07804
O: 0.18876 6.36394 -3.05878
C: -1.17290 6.04589 -2.70428
C: -1.94209 7.43973 -2.33251
N: -1.84292 8.09250 -1.07119
C: -2.09993 7.23537 0.03880
C: -2.02859 7.97852 1.43881
O: -0.97621 7.45164 2.30167
C: -0.58157 8.23696 3.33313
H: 1.61861 5.28895 -3.95345
H: 0.49967 4.29323 -3.34352
H: 1.50889 4.99467 -2.16212
H: -1.27249 5.32737 -1.89069
H: -1.66800 5.61395 -3.57399
H: -2.99101 7.28980 -2.58825
H: -1.49002 8.06729 -3.10056
H: -0.92204 8.50718 -1.06010
H: -1.44473 6.37002 -0.06105
H: -3.12300 6.87921 -0.08196
H: -2.92876 7.76950 2.01682
H: -2.00444 9.06538 1.35972
H: -0.10821 7.62139 4.09805
H: -1.42061 8.81794 3.71599
H: 0.21497 8.92526 3.05052
C: 0.92939 -6.53581 1.69796
O: 2.19669 -6.47890 2.38528
C: 2.60648 -5.10018 2.49763
C: 3.84376 -4.72721 3.46021
N: 3.75151 -4.84846 4.90910
C: 2.80036 -3.85203 5.41789
C: 2.71424 -3.90229 6.95377
O: 1.94535 -4.97348 7.40616
C: 1.88113 -5.08198 8.86689
H: 0.20808 -6.39209 2.50242
H: 0.81792 -7.48980 1.18263
H: 0.83630 -5.85775 0.84961
H: 1.79000 -4.49409 2.89023
H: 2.69566 -4.75394 1.46794
H: 4.19077 -3.69608 3.39335
H: 4.71098 -5.24809 3.05439
H: 3.34999 -5.71207 5.24531
H: 1.85299 -4.07004 4.92488
H: 3.20768 -2.85462 5.25246
H: 2.50576 -2.92796 7.39572
H: 3.63721 -4.00018 7.52529
H: 1.09995 -5.75638 9.21767
H: 1.56195 -4.15486 9.34299
H: 2.76951 -5.37396 9.42691
C: 1.06910 -0.81226 4.58187
C: -0.33224 -1.47064 4.79536
C: -1.40998 -0.43717 5.35612
O: -2.74339 -0.91259 5.23194
C: -3.59248 -0.31309 6.17689
N: -0.79908 -1.98648 3.47361
H: 0.89491 0.20964 4.24498
H: 1.57754 -1.38171 3.80386
H: 1.60255 -0.77616 5.53173
H: -0.36698 -2.28535 5.51863
H: -1.42399 0.41616 4.67808
H: -1.17529 -0.04195 6.34446
H: -4.61227 -0.36267 5.79523
H: -3.49421 0.76250 6.32373
H: -3.58257 -0.86220 7.11843
H: -1.56190 -2.57780 3.77119
H: -1.26153 -1.21619 3.01222

Values from the calculation:
Lowest unoccupied orbital energy in Ha: 0.019
SMILES: COC[C@H](C)N.COCCNCCOC.COCCNCCOC.COCCNCCOC.COCCNCCOC.COCCNCCOC.COCCNCCOC.COCCNCCOC
Total energy in hartree: -3388.2013

Here are the Mulliken charges for atoms 1 to 5, given in e:
1. C -0.738
2. O -0.385
3. C -0.400
4. C -0.507
5. N -0.303

---

[2]
Density functional theory data (wB97M-V/def2-TZVPD) for a cluster of 13 separate species, C46H117BN9O20 in total in a non-equilibrium geometry.

CARTESIAN COORDINATES (ANGSTROEM)
O: -0.99866 -0.27915 -3.30055
C: -0.25226 -0.16391 -2.32996
O: -0.56348 0.14768 -1.05273
B: 0.55786 -0.05234 -0.12763
O: 1.67309 -0.51845 -1.00240
C: 1.20663 -0.72781 -2.24377
O: 1.85325 -1.23162 -3.13640
O: 0.24779 -1.04888 0.85676
C: 0.08537 -0.44003 2.06092
O: -0.36983 -0.92033 3.14571
C: 0.43430 1.08418 1.91740
O: 0.84680 1.22206 0.63786
O: 0.48922 1.94282 2.85858
C: 0.75967 2.26614 -5.08814
C: 2.33822 2.05758 -5.07768
C: 2.91064 2.63549 -3.71679
O: 2.49763 3.95315 -3.43433
C: 3.14392 4.94448 -4.23803
N: 2.71415 0.64385 -5.30632
H: 0.49060 3.30427 -5.28299
H: 0.31015 1.78756 -4.21808
H: 0.33897 1.77702 -5.96669
H: 2.72847 2.72169 -5.84888
H: 3.98585 2.63890 -3.53782
H: 2.43481 2.16156 -2.85825
H: 3.38185 5.80504 -3.61278
H: 2.55392 5.42649 -5.01756
H: 4.04561 4.52384 -4.68312
H: 2.26974 0.37733 -6.17325
H: 2.29701 -0.03314 -4.68360
C: -0.80469 -5.52467 3.67382
C: 0.51376 -4.86452 3.76228
C: 1.00204 -4.25494 2.42621
O: 1.40657 -5.13674 1.44209
C: 1.56081 -4.62255 0.10298
N: 0.48092 -3.77773 4.63738
H: -1.16721 -6.22560 4.42573
H: -0.73333 -6.15628 2.78834
H: -1.55892 -4.76418 3.47155
H: 1.27016 -5.58892 4.06423
H: 1.75127 -3.47566 2.56574
H: 0.12531 -3.69625 2.09863
H: 1.74785 -5.51690 -0.49136
H: 2.42921 -3.96379 0.09919
H: 0.70930 -4.08224 -0.31064
H: -0.16279 -3.97771 5.38954
H: -0.11270 -3.09212 4.19278
C: 1.24449 1.83773 6.35786
C: 2.61349 1.28800 6.01017
C: 2.52429 -0.08015 5.18792
O: 3.81928 -0.64573 5.20876
C: 3.87926 -1.80655 4.37961
N: 3.26639 2.20222 5.21823
H: 0.64493 1.87032 5.44815
H: 1.36492 2.81324 6.82900
H: 0.71457 1.36951 7.18734
H: 3.00210 1.13710 7.01730
H: 2.05066 0.05512 4.21556
H: 1.82782 -0.72879 5.71925
H: 4.83282 -1.81050 3.85159
H: 3.08405 -1.70057 3.64170
H: 3.81097 -2.61476 5.10778
H: 3.08781 1.84748 4.28960
H: 2.53601 2.89888 5.18217
C: 1.58342 5.08350 -0.73350
C: 0.21384 5.10878 -1.36125
C: 0.01403 6.35839 -2.32117
O: 0.58126 7.52715 -1.74452
C: -0.40530 8.40319 -1.21174
N: 0.10824 3.96366 -2.08984
H: 2.39015 5.07270 -1.46642
H: 1.83680 4.12733 -0.27562
H: 1.89745 5.90216 -0.08598
H: -0.51610 5.12683 -0.55196
H: -0.94830 6.50850 -2.81053
H: 0.53914 6.15593 -3.25464
H: -1.07465 8.77335 -1.98829
H: 0.11917 9.18783 -0.66640
H: -1.09887 7.90974 -0.53088
H: 0.93958 3.95339 -2.66331
H: 0.24093 3.11330 -1.56129
C: 4.93129 5.80487 2.66721
C: 4.74459 4.44095 3.28479
C: 4.90781 3.42789 2.12702
O: 4.67615 2.11313 2.57324
C: 4.15380 1.28817 1.54748
N: 5.81232 4.12073 4.26120
H: 5.84004 5.87692 2.06965
H: 5.03696 6.57942 3.42682
H: 4.12091 6.11046 2.00538
H: 3.76551 4.28443 3.73755
H: 5.93739 3.44145 1.76942
H: 4.24624 3.57817 1.27388
H: 4.92055 0.51991 1.44757
H: 4.14915 1.68222 0.53121
H: 3.28411 0.79794 1.98501
H: 6.28319 4.96125 4.56438
H: 6.61108 3.96929 3.66191
C: -3.20726 -5.47099 -3.45554
C: -1.68296 -5.83150 -3.59562
C: -0.76450 -4.74881 -4.18201
O: 0.58393 -4.88647 -3.77782
C: 1.47602 -4.22024 -4.60376
N: -1.24641 -6.37849 -2.31264
H: -3.83935 -6.10921 -2.83809
H: -3.66498 -5.29142 -4.42835
H: -3.24029 -4.48759 -2.98657
H: -1.47778 -6.70194 -4.21879
H: -1.04966 -3.76082 -3.82054
H: -0.82242 -4.74373 -5.27046
H: 1.33227 -3.14635 -4.72285
H: 1.55136 -4.77292 -5.54022
H: 2.47510 -4.17078 -4.17076
H: -0.28427 -6.62565 -2.49509
H: -1.82175 -7.18291 -2.10768
C: -4.21195 0.63013 2.22732
C: -4.67046 -0.41857 3.31283
C: -5.97848 -1.18835 2.96895
O: -7.11788 -0.23041 2.92714
C: -7.55550 0.11903 4.24711
N: -3.53226 -1.31056 3.60621
H: -3.95125 0.13636 1.29120
H: -3.30115 1.09852 2.60033
H: -5.01589 1.34184 2.03960
H: -4.91572 0.17648 4.19253
H: -6.17424 -2.01363 3.65355
H: -5.92796 -1.59882 1.96045
H: -7.15457 -0.44161 5.09152
H: -8.64071 0.02138 4.27654
H: -7.26020 1.15633 4.40493
H: -3.56034 -2.02592 2.89377
H: -2.66006 -0.90365 3.29992
C: -4.09170 -5.71602 2.18507
C: -3.51822 -5.91156 0.81593
C: -2.63538 -4.73892 0.45720
O: -3.46458 -3.60667 0.28136
C: -2.68848 -2.44449 0.15927
N: -2.81215 -7.15058 0.89764
H: -4.29397 -4.69604 2.51185
H: -3.37252 -6.01437 2.94788
H: -4.91935 -6.42377 2.23178
H: -4.26221 -6.00682 0.02504
H: -2.03500 -4.97312 -0.42188
H: -1.85153 -4.54114 1.18834
H: -2.07094 -2.37131 1.05447
H: -3.36437 -1.58935 0.15493
H: -2.04900 -2.47304 -0.72296
H: -2.48760 -7.14606 -0.05878
H: -2.01773 -7.01170 1.50568
C: -3.46299 -4.93658 -8.03590
C: -3.84791 -3.51665 -7.86292
C: -3.92418 -3.26891 -6.34266
O: -4.03968 -1.86843 -6.01453
C: -3.49319 -1.34163 -4.85270
N: -2.88791 -2.60164 -8.53502
H: -3.94352 -5.47748 -7.22066
H: -2.41543 -5.22101 -8.13496
H: -3.86237 -5.24508 -9.00205
H: -4.84390 -3.29162 -8.24432
H: -2.99464 -3.63544 -5.90710
H: -4.73616 -3.81843 -5.86640
H: -2.43991 -1.60336 -4.95365
H: -3.88840 -1.75313 -3.92395
H: -3.63368 -0.26104 -4.87931
H: -2.94965 -1.68256 -8.12080
H: -3.18185 -2.42659 -9.48532
C: 6.48270 -0.04612 -2.54624
C: 5.19232 -0.43571 -3.15510
O: 5.24407 -0.21321 -4.53451
H: 7.28471 -0.56698 -3.06929
H: 6.57341 -0.29931 -1.48994
H: 6.71335 0.98514 -2.81348
H: 4.37455 0.06929 -2.64097
H: 5.01266 -1.48138 -2.90536
H: 4.36843 0.09304 -4.78160
C: -3.04706 3.97193 2.77129
C: -3.65141 4.28718 4.17464
O: -4.40247 5.44752 4.18112
H: -2.13074 3.39111 2.87676
H: -2.67268 4.88877 2.31594
H: -3.73495 3.43843 2.11534
H: -2.77669 4.37411 4.81916
H: -4.28001 3.46519 4.51712
H: -4.68700 5.67488 5.06935
C: 1.53848 6.42662 3.40604
C: 1.06231 5.09324 3.78048
O: 1.87955 4.56376 4.88809
H: 1.12197 6.72151 2.44288
H: 2.61413 6.58087 3.49137
H: 1.20337 7.17133 4.12799
H: 1.36096 4.39433 2.99918
H: -0.00186 4.91379 3.93357
H: 2.13500 5.34627 5.38209

Values from the calculation:
Lowest unoccupied orbital energy in Ha: 0.067
Net charge: -1
Total energy in hartree: -3845.2077

Here are the Mulliken charges for atoms 1 to 5, given in e:
1. O -0.613
2. C 0.584
3. O -0.810
4. B 0.824
5. O -0.672